Record 1
DFT (ωB97M-V with the def2-TZVPD basis set) results for a single C31H26N2O2S molecule in a non-equilibrium geometry.

The value obtained for the LUMO energy is 0.21 eV. The electronic energy is -50476.120 eV. For the energy above the lowest of the compared OMol25 structures with the same formula, charge and spin, the calculation gives 101.2 kJ/mol. As for the HOMO energy: -7.8 eV.

Geometry as ORCA input:
```
! wB97M-V def2-TZVPD RIJCOSX def2/J DEFGRID3
* xyz 0 1
S -2.73 0.03 0.07
O -2.46 -0.02 -1.33
O -3.73 -0.84 0.65
N 0.37 2.59 -2.46
N -1.63 0.86 3.26
C 3.78 0.48 -3.17
C -1.62 -4.63 1.95
C -3.34 4.06 0.04
C 3.35 -2.74 1.14
C 0.29 0.27 0.43
C -4.18 1.86 1.61
C -4.07 4.26 1.22
C -4.54 3.16 1.97
C 2.93 0.18 -2.07
C 1.42 1.82 -2.91
C 4.52 -3.66 1.32
C 2.24 2.16 -3.99
C 3.06 -1.79 2.11
C -1.27 -1.89 1.27
C -1.39 0.29 2.24
C -3.32 1.69 0.52
C -0.09 2.07 -1.27
C 0.58 0.91 -0.92
C -0.94 -3.76 2.81
C 2.10 -0.79 1.88
C -2.02 -2.76 0.45
C -0.97 -0.37 0.96
C -0.90 -2.37 2.55
C 2.57 -2.78 -0.01
C -3.06 2.75 -0.36
C -2.18 -4.12 0.78
C 1.62 -1.79 -0.24
C 3.45 1.45 -4.12
C 1.37 -0.80 0.69
C 1.68 0.82 -1.93
C -0.07 3.83 -3.08
H -1.79 -5.69 2.22
H -4.57 0.99 2.16
H 4.10 1.66 -4.96
H -0.82 2.56 -0.68
H 4.73 -0.06 -3.26
H 0.42 1.15 1.16
H -4.30 5.28 1.55
H 0.28 4.72 -2.55
H 1.04 -1.79 -1.17
H 2.72 -3.56 -0.75
H -2.60 2.56 -1.33
H 3.61 -1.81 3.05
H 1.90 -0.04 2.65
H -0.46 -4.12 3.73
H -1.16 3.86 -3.16
H -0.52 -1.69 3.36
H -2.49 -2.44 -0.48
H 5.28 -3.52 0.54
H 4.22 -4.72 1.29
H 0.36 3.86 -4.09
H 3.26 -0.55 -1.32
H -2.77 -4.75 0.11
H 1.93 2.93 -4.68
H -5.19 3.31 2.84
H 4.99 -3.48 2.28
H -3.01 4.90 -0.59
*
```

Record 2
DFT (ωB97M-V with the def2-TZVPD basis set) results for a molecular structure, C31H27BiBr2F11N2O4P2S2Se in a non-equilibrium geometry.

As for the expectation value of S²: 1.59. The value obtained for the LUMO energy (alpha / beta) is 1.97 / 1.66 eV. The electronic energy is -325168.694 eV. For the energy above the lowest of the compared OMol25 structures with the same formula, charge and spin, the calculation gives 121.9 kJ/mol. As for the HOMO energy (alpha / beta): -2.6 / -2.6 eV.

Geometry as ORCA input:
```
! wB97M-V def2-TZVPD RIJCOSX def2/J DEFGRID3
* xyz -2 2
Bi -0.60 -1.71 1.24
Br 5.68 -4.98 1.70
Br -1.37 -3.37 -0.91
Se -1.73 -0.32 -3.96
S -1.91 0.05 -0.42
S -3.21 2.69 -0.06
P 1.80 -0.99 -1.79
P -2.16 -3.48 4.07
F -2.45 -4.23 2.66
F -0.54 -3.25 3.56
F -3.74 -3.64 4.47
F -5.26 -1.52 -1.41
F -1.70 -4.88 4.79
F -1.84 -2.63 5.41
F -2.50 -2.01 3.26
F -4.93 0.01 -4.22
F -2.17 -3.70 -4.47
F -6.65 -3.08 -3.86
F -4.37 -5.03 -4.02
O 2.36 -2.08 -2.91
O 1.20 -0.02 1.11
O 3.30 -0.39 -1.49
O 1.34 0.26 -2.69
N -1.17 0.48 2.56
N -1.76 1.60 1.94
C 1.50 -2.89 -3.71
C 3.46 -3.34 2.58
C 2.27 -2.67 2.43
C -4.34 -3.74 -3.71
C 0.00 0.12 4.75
C 3.12 -4.45 0.50
C 0.86 1.59 2.86
C -5.13 -1.76 -2.68
C 1.87 -3.80 0.38
C 3.93 -4.21 1.58
C -1.64 4.92 -0.33
C 1.27 2.76 3.50
C -3.22 -2.98 -4.01
C -0.44 5.51 0.12
C -4.31 -0.95 -3.49
C -2.20 1.40 0.75
C -0.01 6.40 -2.11
C 1.97 2.25 0.78
C 2.20 1.01 -3.60
C 2.31 3.43 1.42
C -3.13 -1.56 -3.95
C 1.35 1.20 1.51
C 1.48 -2.91 1.33
C 2.04 3.66 2.77
C 4.25 -0.84 -0.55
C 0.34 6.25 -0.77
C -5.43 -3.03 -3.22
C -2.52 4.19 0.66
C -1.96 5.05 -1.67
C -0.18 0.75 3.42
C -1.16 5.77 -2.55
H 3.19 0.53 -3.67
H 0.89 3.00 4.50
H 4.49 -1.90 -0.66
H 1.25 -3.81 -3.15
H 4.08 -3.16 3.48
H -3.37 4.80 0.98
H -2.87 4.58 -2.08
H -0.03 0.82 5.60
H 5.14 -0.21 -0.73
H 2.08 -3.15 -4.63
H 2.80 4.23 0.85
H 3.88 -0.65 0.48
H 0.58 -2.39 -4.00
H 0.97 -0.37 4.79
H -1.96 3.96 1.59
H 1.23 -4.02 -0.48
H 1.95 -2.06 3.29
H -0.75 -0.65 4.89
H 2.23 2.09 -0.29
H 0.59 7.04 -2.75
H -0.16 5.36 1.16
H 1.25 6.68 -0.33
H 2.31 2.02 -3.20
H 2.39 4.58 3.25
H 3.42 -5.15 -0.27
H 1.70 1.05 -4.58
H -1.45 5.85 -3.59
*
```

Record 3
DFT (ωB97M-V with the def2-TZVPD basis set) results for a molecular structure, C31H27Br2N4Tc in a non-equilibrium geometry.

As for the expectation value of S²: 3.80. The value obtained for the LUMO energy (alpha / beta) is -9.85 / -10.25 eV. The electronic energy is -180799.750 eV. For the energy above the lowest of the compared OMol25 structures with the same formula, charge and spin, the calculation gives 0.0 kJ/mol. As for the HOMO energy (alpha / beta): -15.6 / -16.2 eV.

Geometry as ORCA input:
```
! wB97M-V def2-TZVPD RIJCOSX def2/J DEFGRID3
* xyz 3 4
Tc 0.52 -0.87 0.51
Br 5.29 -2.26 -0.42
Br 2.04 -1.30 -1.67
N -0.69 0.40 -0.42
N 1.11 -2.18 1.99
N -0.83 -0.50 2.02
N -2.09 0.07 -0.61
C -2.13 0.45 4.29
C -0.08 1.48 -0.94
C -2.76 -0.21 -1.82
C -4.20 0.22 0.58
C 1.64 -3.91 0.27
C 1.27 1.66 -0.49
C -0.59 2.33 -1.98
C -2.05 -0.63 -3.06
C -0.89 -0.25 4.37
C 0.73 -1.87 3.26
C 3.50 2.60 -0.66
C 2.10 -3.73 4.03
C -2.06 0.10 1.91
C 0.02 2.53 -3.23
C -0.32 -0.83 3.28
C -1.80 3.02 -1.76
C 4.05 -1.88 -1.92
C 3.10 0.71 0.85
C -2.72 0.61 3.04
C -4.14 -0.17 -1.82
C 1.78 -3.35 1.67
C -2.77 0.09 0.60
C -1.80 3.86 -3.97
C 2.15 2.62 -1.00
C 3.98 1.61 0.24
C 2.30 -4.12 2.69
C -0.61 3.28 -4.23
C 1.30 -2.63 4.31
C -4.89 0.15 -0.67
C -2.45 3.75 -2.73
C 1.72 0.86 0.57
H -1.00 -0.41 -2.98
H -2.19 2.95 -0.74
H -5.94 0.42 -0.74
H 1.65 -4.98 0.40
H -3.74 0.97 2.93
H 0.74 -3.53 -0.29
H -4.64 -0.24 -2.77
H -4.68 0.13 1.54
H -0.47 -0.51 5.32
H 5.02 1.54 0.52
H 2.80 -5.06 2.48
H -2.46 -0.11 -3.95
H 3.46 -0.07 1.46
H 1.10 0.87 1.45
H -2.11 -1.72 -3.25
H 1.83 3.38 -1.72
H 0.00 3.49 -5.12
H -2.59 0.83 5.20
H -2.34 4.40 -4.74
H 2.50 -3.62 -0.32
H 4.52 -1.00 -2.45
H -3.38 4.30 -2.57
H 4.09 -2.72 -2.55
H 4.23 3.33 -1.09
H 1.21 -2.27 5.35
H 2.56 -4.24 4.90
H 1.06 2.13 -3.33
*
```

Record 4
DFT (ωB97M-V with the def2-TZVPD basis set) results for a molecular structure, C31H27F5GeO5PScTe in a non-equilibrium geometry.

As for the expectation value of S²: 0.78. The value obtained for the LUMO energy (alpha / beta) is -4.42 / -7.14 eV. The electronic energy is -150204.420 eV. For the energy above the lowest of the compared OMol25 structures with the same formula, charge and spin, the calculation gives 273.1 kJ/mol. As for the HOMO energy (alpha / beta): -11.1 / -11.1 eV.

Geometry as ORCA input:
```
! wB97M-V def2-TZVPD RIJCOSX def2/J DEFGRID3
* xyz 1 2
Te 1.20 1.47 -2.97
Ge -0.01 3.15 1.18
Sc 0.29 -0.16 -0.62
P 1.90 -1.27 1.34
F 2.69 2.28 -3.65
F 1.07 2.99 -1.92
F -0.52 0.73 -2.36
F 1.22 0.28 -4.34
F 0.10 2.43 -4.05
O 0.09 -2.05 -0.77
O -0.18 -4.18 -0.09
O 0.22 1.62 0.21
O 1.97 0.40 -1.74
O -0.77 0.64 0.71
C -1.60 3.99 0.56
C 2.03 5.30 0.82
C -3.63 5.15 1.17
C 5.92 -0.68 1.60
C 5.29 -1.91 3.57
C 1.16 -0.50 3.91
C 1.38 7.58 1.43
C 6.27 -1.29 2.80
C -0.83 -1.21 5.07
C -2.42 4.57 1.54
C 1.09 6.21 1.33
C 0.84 -1.32 2.83
C -0.33 -2.08 2.88
C 1.75 -2.98 0.65
C 1.76 3.91 0.75
C -3.21 4.57 -1.13
C 2.79 3.03 0.32
C 0.44 -3.16 -0.11
C -1.15 -2.02 4.00
C 3.60 -1.28 1.98
C 4.00 3.52 -0.13
C -4.02 5.15 -0.16
C 2.60 8.05 0.99
C 3.55 7.17 0.46
C -2.00 3.99 -0.77
C -0.09 2.61 3.02
C 4.59 -0.67 1.20
C 0.34 -0.45 5.03
C 4.24 4.90 -0.13
C 3.97 -1.91 3.16
C 3.28 5.80 0.38
H -4.97 5.60 -0.44
H 2.82 9.11 1.06
H 2.07 0.09 3.88
H 0.90 2.35 3.37
H -0.50 3.40 3.64
H -2.06 -2.61 4.02
H 0.65 8.26 1.85
H -4.26 5.59 1.93
H -3.52 4.57 -2.16
H -1.38 3.56 -1.54
H -1.47 -1.16 5.94
H 5.18 5.29 -0.51
H -2.14 4.55 2.58
H 2.55 -3.10 -0.08
H -0.74 1.73 3.06
H 4.75 2.83 -0.49
H 0.12 5.85 1.66
H 0.61 0.18 5.87
H 5.57 -2.41 4.49
H 2.63 1.96 0.34
H 4.30 -0.20 0.26
H 4.51 7.54 0.11
H 3.22 -2.41 3.77
H 1.86 -3.73 1.42
H 6.68 -0.21 0.99
H -0.60 -2.74 2.07
H 7.30 -1.29 3.12
*
```

Record 5
DFT (ωB97M-V with the def2-TZVPD basis set) results for a molecular structure, C31H27N3PPtS.

The value obtained for the LUMO energy is -10.63 eV. The electronic energy is -60401.432 eV. As for the HOMO energy: -16.8 eV.

Geometry as ORCA input:
```
! wB97M-V def2-TZVPD RIJCOSX def2/J DEFGRID3
* xyz 3 1
Pt 0.87 0.13 1.15
S 2.94 -0.96 -2.78
P 0.70 -1.49 2.67
N 2.73 3.38 -0.61
N 1.78 -0.15 -0.69
N 1.58 2.05 0.72
C 1.24 -2.24 5.67
C 2.17 -2.26 3.28
C 3.44 -3.26 5.03
C 2.40 5.55 0.67
C 4.30 -3.25 2.77
C 3.17 -2.59 2.35
C 3.15 0.68 -2.34
C 2.29 -2.59 4.64
C 1.52 3.34 1.25
C -3.10 -3.66 1.74
C 1.97 -1.22 -1.43
C -2.17 0.32 3.25
C 0.38 1.94 5.51
C 2.30 2.14 -0.40
C -0.84 0.68 3.83
C 1.65 0.69 3.94
C 1.62 1.55 4.99
C -1.40 -2.04 1.27
C 4.43 -3.58 4.11
C 0.85 3.85 2.36
C 0.43 0.20 3.32
C 1.75 6.03 1.78
C 2.26 4.19 0.42
C -2.39 -4.11 2.86
C -1.20 -3.52 3.21
C 2.46 0.95 -1.20
C -0.76 -1.00 0.41
C -2.61 -2.63 0.94
C -0.81 1.52 4.93
C 0.98 5.20 2.61
C -0.72 -2.48 2.41
H 0.34 2.58 6.38
H -2.79 -4.92 3.45
H 3.56 -3.54 6.07
H -0.37 -1.43 -0.51
H 2.97 6.19 0.02
H 5.08 -3.51 2.06
H -1.43 -0.17 0.15
H -1.75 1.88 5.34
H 1.54 -2.19 -1.21
H -2.20 0.48 2.17
H -3.16 -2.31 0.06
H 1.81 7.09 2.01
H 1.59 -1.43 6.31
H 5.32 -4.11 4.45
H 0.47 5.64 3.46
H 0.24 3.21 2.98
H 3.28 3.70 -1.40
H -0.64 -3.87 4.07
H 3.75 1.35 -2.94
H 2.54 1.91 5.44
H -2.40 -0.73 3.43
H 3.05 -2.32 1.30
H 2.60 0.33 3.57
H -4.04 -4.12 1.48
H 0.29 -1.93 5.23
H -2.95 0.92 3.70
H 1.04 -3.09 6.31
*
```

Record 6
DFT (ωB97M-V with the def2-TZVPD basis set) results for a molecular structure, C31H27N6O2S3Sr in a non-equilibrium geometry.

The value obtained for the LUMO energy is 2.23 eV. The electronic energy is -78967.981 eV. For the energy above the lowest of the compared OMol25 structures with the same formula, charge and spin, the calculation gives 32.8 kJ/mol. As for the HOMO energy: -3.8 eV.

Geometry as ORCA input:
```
! wB97M-V def2-TZVPD RIJCOSX def2/J DEFGRID3
* xyz -1 1
Sr -0.57 0.68 -1.26
S 1.97 0.41 -2.88
S -2.39 2.93 -1.86
S -2.91 -0.90 -0.28
O 1.96 1.11 -1.59
O 1.83 1.24 -4.05
N -1.78 2.08 0.94
N 0.57 0.78 1.28
N 0.92 -0.75 -2.77
N -1.27 -0.58 -3.48
N -3.05 2.52 0.79
N -4.70 3.13 -0.61
C -0.01 1.39 2.33
C 1.96 1.09 3.67
C -2.61 -1.66 1.27
C 7.39 -2.29 -3.25
C -3.66 2.73 5.67
C 3.57 -0.36 -2.98
C -0.01 -0.92 -3.80
C -3.51 3.72 4.71
C -3.08 1.49 5.48
C 3.96 -1.27 -2.00
C 2.56 0.47 2.58
C -0.69 -1.62 -5.98
C 1.83 0.35 1.42
C -1.17 -2.87 2.82
C -2.23 -0.76 -4.39
C -3.49 -2.65 3.32
C 0.32 -1.44 -5.05
C -3.38 2.81 -0.45
C 5.64 -0.70 -4.13
C -2.19 2.21 3.36
C 5.19 -1.89 -2.10
C 4.41 -0.07 -4.04
C -2.24 -3.14 3.67
C -1.35 -2.16 1.64
C -2.78 3.46 3.55
C 6.05 -1.62 -3.16
C -1.38 1.91 2.15
C 0.67 1.56 3.54
C -1.99 -1.27 -5.65
C -3.67 -1.92 2.16
C -2.34 1.23 4.34
H 1.35 -1.70 -5.26
H 7.88 -2.08 -4.20
H -3.21 0.70 6.22
H -5.03 3.07 -1.55
H 0.17 2.05 4.36
H 4.09 0.64 -4.79
H 2.27 -0.11 0.54
H -2.09 -3.71 4.58
H -5.30 2.74 0.11
H -3.23 -0.47 -4.08
H -2.68 4.21 2.79
H -0.45 -2.02 -6.96
H -0.51 -2.02 0.98
H 5.49 -2.61 -1.34
H -4.34 -2.83 3.96
H 2.49 1.22 4.60
H 6.30 -0.48 -4.96
H 3.57 0.09 2.63
H 3.28 -1.51 -1.19
H -4.65 -1.55 1.90
H -1.90 0.26 4.19
H -0.18 -3.24 3.06
H -4.24 2.94 6.57
H 7.29 -3.37 -3.14
H -2.81 -1.40 -6.35
H 8.05 -1.95 -2.45
H -3.96 4.69 4.84
*
```

Record 7
DFT (ωB97M-V with the def2-TZVPD basis set) results for a molecular structure, C31H28AsFeN2PS2Se2.

As for the expectation value of S²: 8.77. The value obtained for the LUMO energy (alpha / beta) is -2.00 / -3.68 eV. The electronic energy is -292457.420 eV. For the energy above the lowest of the compared OMol25 structures with the same formula, charge and spin, the calculation gives 0.0 kJ/mol. As for the HOMO energy (alpha / beta): -10.2 / -10.6 eV.

Geometry as ORCA input:
```
! wB97M-V def2-TZVPD RIJCOSX def2/J DEFGRID3
* xyz 1 6
Se 2.54 -0.66 0.39
Se 0.34 2.00 -0.30
As -0.38 -2.31 -0.48
Fe -0.03 -0.17 0.82
S 0.55 -0.34 3.12
S -2.37 -0.11 0.59
P 2.44 1.48 0.05
N -0.48 -0.06 5.49
N -2.01 0.18 3.81
C 0.76 -3.83 -0.28
C -3.87 -4.44 0.54
C -0.77 -0.05 4.19
C -4.68 -3.41 0.99
C 3.42 1.97 -1.38
C -2.59 -4.15 0.09
C 0.47 -1.12 -4.37
C 1.27 -4.10 0.99
C 3.11 2.39 1.46
C 1.09 -4.64 -1.36
C 1.93 -5.73 -1.16
C 3.49 3.33 -1.68
C 0.56 -1.40 -3.02
C -2.13 -2.84 0.11
C -1.78 -1.95 -4.41
C 2.99 4.12 3.12
C 4.09 1.04 -2.17
C 4.95 2.74 2.96
C -4.22 -2.10 1.01
C -0.70 -1.40 -5.07
C 2.43 -6.01 0.10
C 4.90 2.82 -3.56
C 4.38 2.04 1.91
C 4.25 3.78 3.56
C -1.70 -2.24 -3.05
C 2.41 3.42 2.06
C -0.53 -1.97 -2.36
C 4.83 1.47 -3.26
C 4.22 3.75 -2.77
C 2.11 -5.19 1.18
C -2.94 -1.80 0.58
H 1.03 -3.46 1.83
H -0.76 -1.18 -6.12
H -2.24 0.15 2.81
H 5.36 0.75 -3.87
H -4.23 -5.46 0.53
H 2.44 4.93 3.59
H 2.50 -5.41 2.16
H 1.42 3.68 1.72
H 2.97 4.05 -1.07
H 4.04 -0.02 -1.93
H -1.94 -4.94 -0.26
H 2.19 -6.37 -2.00
H -2.74 0.34 4.48
H -2.56 -2.67 -2.54
H 0.47 -0.21 5.78
H 1.32 -0.68 -4.89
H 5.47 3.16 -4.41
H -5.68 -3.63 1.33
H 4.28 4.81 -3.01
H -4.87 -1.30 1.36
H 4.92 1.23 1.44
H -1.18 0.08 6.20
H -2.70 -2.17 -4.95
H 1.47 -1.17 -2.47
H 5.94 2.47 3.31
H 3.08 -6.86 0.25
H 0.71 -4.42 -2.34
H 4.70 4.32 4.39
*
```